[1]
119
Properties=species:S:1:pos:R:3:forces:R:3 method="wB97M-V/def2-TZVPD" e_tot_ev=-141250.2368 e_lumo_ev=0.5 largest_force_ev_per_a=0.47 homo_ha=-0.2664 charge=0 gap_ev=7.72 de_lowest_kj_mol=5.6 spin_multiplicity=1
Sr 0.8583 0.4693 -0.7113 -0.4 -0.1 -0.1
C 1.0376 0.1479 4.1258 -0.1 0.0 0.0
C 0.3776 0.3827 2.9131 0.2 0.0 0.0
N 1.1841 0.1412 1.8855 0.0 0.0 -0.1
N 2.3601 -0.2617 2.4027 0.1 -0.1 0.1
C 2.2978 -0.2678 3.7471 0.0 0.0 0.0
B 3.5706 -0.7144 1.5489 0.0 0.0 -0.1
N 4.1297 0.4544 0.7028 0.0 -0.1 0.0
C 5.3546 0.9992 0.7885 0.0 0.0 0.0
C 5.4550 2.0000 -0.1560 0.0 0.0 0.0
C 4.2060 1.9990 -0.7855 0.0 -0.1 -0.1
N 3.4200 1.0557 -0.2764 -0.2 0.2 0.2
N 3.1885 -1.8989 0.6235 0.1 0.0 0.0
C 3.8381 -3.0730 0.5392 -0.1 0.0 0.0
C 3.2441 -3.8281 -0.4521 0.0 0.0 0.0
C 2.2208 -3.0049 -0.9381 0.0 0.0 0.1
N 2.1952 -1.8481 -0.2877 0.1 0.2 0.0
H 0.6534 0.2568 5.1252 0.0 0.0 0.0
H -0.6357 0.6944 2.7232 0.0 0.1 0.0
H 3.1487 -0.5673 4.3354 0.0 0.0 0.0
H 4.4368 -1.0889 2.2934 0.0 0.0 0.0
H 6.0639 0.6433 1.5164 0.0 0.0 0.0
H 6.2949 2.6437 -0.3494 0.0 0.0 0.0
H 3.8408 2.6294 -1.5807 0.0 0.0 0.0
H 4.6698 -3.2897 1.1880 0.0 0.0 0.0
H 3.5124 -4.8199 -0.7722 0.0 0.0 0.0
H 1.5057 -3.1880 -1.7242 0.0 0.0 0.0
C -4.4143 -0.8443 0.7654 0.0 0.1 0.1
N -4.0230 0.5304 0.9829 0.2 -0.1 0.1
C -5.0922 1.5022 1.0394 0.0 0.0 0.0
C -2.7231 0.9240 0.7434 0.0 -0.1 -0.1
N -1.9370 0.3594 -0.1249 0.0 0.1 -0.3
C -2.5480 -0.0936 -1.3226 0.0 -0.1 0.1
C -3.3173 0.8178 -2.0146 -0.1 0.0 0.1
C -3.8670 0.5384 -3.2711 0.0 0.0 -0.1
C -3.6058 -0.6573 -3.8718 0.0 0.0 0.0
C -2.8067 -1.6256 -3.2212 0.1 0.0 0.1
C -2.4846 -2.8255 -3.9052 0.0 0.0 0.0
C -1.6678 -3.7495 -3.3294 0.0 0.0 0.0
C -1.2296 -3.5692 -2.0066 0.0 0.0 0.0
C -1.5905 -2.4632 -1.2632 -0.1 0.1 -0.1
N -1.2916 -2.4051 0.0954 0.1 0.0 0.2
C -1.5760 -3.4202 0.8522 0.1 0.0 -0.1
N -2.5406 -4.3881 0.5953 0.0 0.0 0.1
C -3.6893 -4.1557 -0.2490 -0.1 -0.1 -0.1
C -2.2311 -5.7948 0.7680 0.0 0.1 0.0
N -0.9364 -3.6020 2.0504 -0.1 0.0 -0.1
C 0.3821 -3.0640 2.2894 0.1 0.0 0.1
C -1.6011 -4.1329 3.2201 0.0 0.0 0.0
C -2.2981 -1.3804 -1.9092 0.0 -0.1 0.0
N -2.2589 1.9463 1.5220 -0.1 0.2 0.0
C -2.7718 2.2062 2.8519 0.0 0.0 -0.1
C -1.5281 3.0492 0.9148 0.0 -0.1 0.0
H -5.0953 -1.1561 1.5624 0.0 0.0 0.0
H -3.5208 -1.4608 0.8112 0.0 0.0 0.0
H -4.9116 -0.9934 -0.2002 0.0 0.0 0.0
H -5.7798 1.3385 0.2029 0.0 0.0 0.0
H -4.6911 2.5093 0.9493 0.0 0.0 0.0
H -5.6589 1.4313 1.9726 0.0 0.0 0.0
H -3.4425 1.8078 -1.5912 0.0 0.0 0.0
H -4.4496 1.2970 -3.7773 0.0 0.0 0.0
H -3.9795 -0.8770 -4.8641 0.0 0.0 0.0
H -2.8721 -2.9678 -4.9064 0.0 0.0 0.0
H -1.3837 -4.6445 -3.8691 0.0 0.0 0.0
H -0.6468 -4.3425 -1.5199 0.0 0.0 0.0
H -3.8857 -3.0973 -0.3615 0.0 0.0 0.0
H -4.5643 -4.6262 0.2097 0.0 0.0 0.0
H -3.5524 -4.5752 -1.2506 0.0 0.0 0.0
H -1.2807 -5.9188 1.2772 0.0 0.0 0.0
H -2.1639 -6.2850 -0.2106 0.0 0.0 0.0
H -3.0098 -6.3026 1.3446 0.0 0.0 0.0
H 0.3695 -2.3828 3.1429 0.0 0.0 0.0
H 0.7114 -2.5204 1.4169 0.1 0.1 -0.1
H 1.0839 -3.8771 2.5038 0.0 0.0 0.0
H -2.6338 -4.3803 2.9941 0.0 0.0 0.0
H -1.5884 -3.3854 4.0197 0.0 0.0 0.0
H -1.0980 -5.0303 3.5947 0.0 0.0 0.0
H -3.2453 1.3122 3.2515 0.0 0.0 0.0
H -3.4964 3.0272 2.8671 0.0 0.0 0.0
H -1.9384 2.4870 3.4998 0.0 0.0 0.0
H -1.0879 2.7477 -0.0332 -0.1 0.0 0.0
H -0.7246 3.3781 1.5717 0.0 0.0 0.0
H -2.2002 3.8966 0.7269 0.0 0.0 0.0
C 3.8505 -0.9734 -3.0194 0.0 0.0 0.0
C 2.5133 -0.9847 -3.6730 0.0 -0.1 -0.1
N 1.3640 -0.5539 -3.1910 0.2 0.0 0.1
C 0.4198 -0.7978 -4.1681 0.0 0.1 0.0
C 1.0010 -1.3846 -5.2424 0.0 0.0 0.0
N 2.3337 -1.4973 -4.9139 0.0 0.0 0.0
H 3.8014 -0.4321 -2.0794 0.0 0.0 0.0
H 4.5866 -0.4877 -3.6623 0.0 0.0 0.0
H 4.1877 -1.9899 -2.8080 0.0 0.0 0.0
H -0.6066 -0.5117 -4.0346 0.0 0.0 0.0
H 0.6063 -1.7142 -6.1859 0.0 0.0 0.0
H 3.0604 -1.8772 -5.4949 0.0 0.0 0.0
C 1.5224 4.0648 4.6940 0.0 0.0 0.0
As 1.7516 4.0091 2.7391 -0.1 0.0 0.2
C 2.0750 5.9272 2.4941 0.0 0.0 0.0
C 3.6121 3.4159 2.7547 0.0 0.0 0.0
H 2.3368 4.6109 5.1730 0.0 0.0 0.0
H 1.4997 3.0455 5.0794 0.0 0.0 0.0
H 0.5777 4.5499 4.9423 0.0 0.0 0.0
H 1.1939 6.4857 2.8116 0.0 0.0 0.0
H 2.2500 6.1315 1.4388 0.0 0.0 0.0
H 2.9350 6.2563 3.0785 0.0 0.0 0.0
H 4.2423 4.1170 3.3040 0.0 0.0 0.0
H 3.9760 3.3240 1.7339 0.0 0.0 0.0
H 3.6651 2.4336 3.2262 0.0 0.0 0.0
F 1.9691 4.2539 -0.5252 0.0 0.0 0.1
C 1.1227 4.1592 -1.5960 -0.1 0.0 0.0
C 0.5163 2.9626 -1.8928 0.2 -0.2 0.0
C -0.2767 3.0085 -3.0119 0.1 0.0 0.0
F -0.8973 1.8657 -3.4417 0.0 0.0 0.0
C -0.5026 4.1355 -3.7823 0.0 0.0 -0.1
F -1.2982 4.1135 -4.8669 0.0 0.0 0.0
C 0.1206 5.3169 -3.4210 0.0 0.0 0.0
F -0.0701 6.4326 -4.1406 0.0 -0.1 0.0
C 0.9500 5.3313 -2.3134 0.0 0.1 0.0
F 1.5659 6.4757 -1.9667 0.0 0.0 0.0



[2]
18
Properties=species:S:1:pos:R:3:forces:R:3 method="wB97M-V/def2-TZVPD" e_tot_ev=-11380.9523 e_lumo_ev=0.6 largest_force_ev_per_a=4.32 smiles="[H]/N=C(/C)C(=C)O.NO" homo_ha=-0.3216 charge=0 gap_ev=9.36 de_lowest_kj_mol=574.1 spin_multiplicity=1
H 2.4253 0.7375 -1.0220 -0.3 -0.3 0.2
N 1.8766 1.2708 -0.3539 0.3 1.2 -0.4
C 0.8871 0.7522 0.1640 0.7 -4.2 0.2
C 0.0376 1.2900 1.2460 -0.4 0.2 0.0
C 0.7529 -1.0546 -0.0370 1.4 2.2 1.6
C 0.0066 -1.8238 0.7598 -0.2 0.1 -0.5
O 1.8393 -1.5053 -0.7328 -0.4 0.3 -0.1
H -1.0151 1.1141 1.0173 0.1 0.2 0.0
H 0.2686 0.7994 2.1900 0.2 -0.1 0.0
H 0.2352 2.3570 1.3386 -0.1 0.0 0.0
H -0.8141 -1.4070 1.3198 0.0 0.1 0.1
H 0.1211 -2.9026 0.7823 0.0 0.0 0.0
H 1.9898 -2.4445 -0.5621 -0.1 0.1 0.0
N -2.0290 0.9342 -0.9540 -0.2 -0.3 0.3
O -0.9980 0.2470 -1.6597 1.1 -2.2 1.2
H -2.2170 1.7617 -1.5194 0.2 -0.3 0.0
H -2.8674 0.3543 -0.9996 0.1 0.1 -0.3
H -0.4995 -0.4805 -0.9773 -2.4 2.9 -2.2



[3]
14
Properties=species:S:1:pos:R:3:forces:R:3 method="wB97M-V/def2-TZVPD" e_tot_ev=-28431.1719 e_lumo_ev=0.6 largest_force_ev_per_a=2.71 homo_ha=-0.3325 charge=0 gap_ev=9.63 de_lowest_kj_mol=199.7 spin_multiplicity=1
C -0.0189 -1.1129 -0.0933 0.2 -0.2 -0.2
C -0.0145 -0.3179 -1.3994 0.1 0.4 0.4
C 0.3545 1.0028 0.8207 -1.4 2.2 0.7
N -0.3530 -0.2076 0.9832 -0.6 -0.3 0.3
O 2.3162 0.8894 -0.9326 1.4 -0.2 -0.1
S -0.8403 2.4391 1.5205 1.3 -1.7 -0.9
S 0.8958 1.2361 -0.9894 -1.4 -0.3 0.4
H -0.7276 -1.9412 -0.1106 0.1 0.0 0.0
H 0.9844 -1.5058 0.0923 -0.1 -0.1 -0.1
H 0.4996 -0.8284 -2.2081 0.1 0.2 -0.1
H -1.0165 -0.0222 -1.7041 -0.1 0.0 0.0
H 1.2734 1.0644 1.4013 0.2 0.0 -0.2
H -1.3539 -0.0453 1.0300 0.1 -0.1 0.0
H 0.0672 3.4052 1.4187 0.2 0.2 0.0



[4]
79
Properties=species:S:1:pos:R:3:forces:R:3 method="wB97M-V/def2-TZVPD" e_tot_ev=-125913.5071 e_lumo_ev="-8.0 / -8.0" largest_force_ev_per_a=2.66 homo_ha="-0.4713 / -0.4714" charge=+2 gap_ev="4.86 / 4.86" de_lowest_kj_mol=0.0 spin_multiplicity=1
N -5.1841 3.4006 -4.9061 -0.1 0.4 -0.1
C -5.1547 3.6326 -3.5960 0.5 -0.7 -0.1
C -4.2845 2.9379 -2.7475 0.5 -0.2 0.3
C -3.3219 2.0486 -3.3013 -1.0 -0.9 -1.0
C -3.4256 1.7890 -4.6961 0.0 0.6 0.0
C -4.3542 2.5149 -5.4587 0.5 -0.7 0.8
C -2.1856 1.6166 -2.5061 0.4 1.2 -0.6
Cd -0.0758 0.0642 -1.7688 0.5 -1.6 0.9
P 3.0564 -0.3266 -1.2809 1.4 0.0 0.4
C -0.8445 1.6310 -3.0284 -1.5 0.3 -0.6
C -0.0641 2.8560 -2.6633 0.7 -0.2 1.0
C 1.0655 3.2229 -3.4076 -0.4 -0.2 0.0
C 1.8873 4.2547 -2.9668 -0.2 -0.1 0.2
C 1.6240 4.9022 -1.7456 -0.8 -0.9 -1.1
C 0.4308 4.6171 -1.0754 -0.1 -0.2 0.3
C -0.3986 3.5894 -1.5108 0.3 0.1 -0.4
Br 2.8427 6.1092 -1.0812 0.4 0.6 0.3
H -2.3261 1.6480 -1.4137 0.1 0.5 -0.5
H -0.6699 1.2499 -4.0473 -0.6 0.8 0.1
H -4.3117 3.1460 -1.6778 0.1 -0.1 -0.2
H -2.7804 1.0553 -5.1874 -0.2 0.3 0.2
H -5.8393 4.3809 -3.1967 0.1 -0.2 -0.1
H -4.4150 2.3627 -6.5393 -0.1 0.1 0.4
H 1.2863 2.6507 -4.3180 0.1 0.4 0.3
H -1.3159 3.3461 -0.9701 0.4 0.4 0.0
H 2.7594 4.5093 -3.5582 0.0 0.1 0.2
H 0.1403 5.1738 -0.1888 0.2 0.0 -0.1
P -0.9911 -2.4043 -1.6795 0.1 -1.3 -0.1
C 2.9498 1.4720 -1.4215 -0.4 0.7 -0.2
C 4.3403 2.1283 -1.3593 -0.1 0.1 0.0
H 2.2976 1.8569 -0.6197 0.2 0.1 -0.2
H 2.4561 1.7089 -2.3743 0.3 0.1 0.4
H 4.2380 3.2152 -1.2576 0.1 -0.2 0.0
H 4.9144 1.7533 -0.5024 -0.2 0.1 -0.2
H 4.9166 1.9202 -2.2706 -0.1 0.0 0.2
C 2.6149 -1.1794 -2.8158 -0.4 -0.4 -0.5
C 3.8362 -1.9678 -3.3306 -0.1 -0.1 -0.3
H 2.3042 -0.4059 -3.5382 0.0 -0.4 -0.1
H 1.7647 -1.8611 -2.6273 0.3 0.1 -0.4
H 3.6638 -2.3133 -4.3554 0.0 -0.1 0.1
H 4.7402 -1.3457 -3.3317 -0.3 -0.1 0.0
H 4.0374 -2.8395 -2.6954 -0.1 0.2 -0.1
C 2.2224 -0.9326 0.1985 -0.8 -0.2 0.4
C 3.1665 -1.5700 1.2262 0.0 -0.2 0.0
H 1.4439 -1.6428 -0.1296 0.3 0.2 0.4
H 1.7192 -0.0739 0.6519 0.1 -0.3 0.0
H 2.6196 -2.2874 1.8496 0.1 0.1 0.0
H 3.9860 -2.0978 0.7259 -0.1 0.1 0.2
H 3.5941 -0.7993 1.8801 0.0 -0.2 -0.2
C -0.4034 -3.2419 -0.1320 0.0 0.3 0.1
C -1.1313 -4.5336 0.2322 -0.2 -0.2 0.1
H -0.4988 -2.4931 0.6716 0.1 -0.3 -0.1
H 0.6714 -3.4571 -0.2545 -0.4 0.2 -0.1
H -2.1374 -4.3330 0.6218 0.2 -0.1 -0.1
H -1.2124 -5.2140 -0.6264 0.0 0.1 0.3
H -0.5765 -5.0639 1.0190 -0.2 0.2 -0.2
C -0.4210 -3.5692 -2.9962 0.2 0.1 0.2
C -0.4837 -3.0084 -4.4145 -0.1 -0.1 -0.2
H -1.0359 -4.4799 -2.9165 0.2 0.3 0.0
H 0.6085 -3.8592 -2.7420 -0.2 0.0 -0.1
H -1.5121 -2.7665 -4.7065 0.2 0.0 0.0
H 0.1286 -2.1063 -4.5373 -0.1 -0.1 0.1
H -0.1037 -3.7626 -5.1147 -0.1 0.2 0.1
C -2.8065 -2.7293 -1.7345 0.1 0.3 -0.3
C -3.6556 -1.9066 -0.7667 -0.4 0.2 0.2
H -2.9509 -3.8069 -1.5714 0.2 0.3 -0.1
H -3.1179 -2.5123 -2.7660 0.1 -0.2 0.2
H -4.3073 -1.2205 -1.3241 0.2 -0.1 0.2
H -4.3128 -2.5634 -0.1813 0.2 0.3 -0.1
H -3.0590 -1.3093 -0.0639 -0.1 -0.1 -0.1
C -1.0695 -0.3235 3.9926 -0.2 -0.4 -0.1
C -0.5022 0.7865 3.0918 0.2 0.1 0.9
C -0.4776 0.4394 1.6834 -0.5 0.2 -2.6
N -0.5235 0.2777 0.5267 0.0 0.5 2.5
H -2.1021 -0.5455 3.7003 0.2 0.0 0.1
H -1.0784 0.0011 5.0390 0.1 0.0 -0.3
H -0.4858 -1.2507 3.9263 -0.1 0.3 0.0
H -1.1336 1.6837 3.2013 0.3 -0.2 -0.2
H 0.5193 1.0563 3.4157 -0.3 -0.1 -0.3



- Which of these has the highest charge?
  C28H45BrCdN2P2



- The highest charge belongs to which entry?
  C28H45BrCdN2P2